Entry 1:
Density functional theory data (the ωB97M-V functional and the def2-TZVPD basis) for C24H16N7OS4Sn as an isolated structure.

ORCA input file:
```
! wB97M-V def2-TZVPD RIJCOSX def2/J DEFGRID3
* xyz 1 1
Sn 0.58843 0.95192 -1.52982
C -1.95434 4.78966 -0.26684
C -0.96062 3.98930 -0.81850
N -0.54206 2.89654 -0.19844
C -1.09730 2.58612 0.97091
C -2.12084 3.37634 1.48808
N -2.54244 4.47368 0.87694
C -0.59703 1.36386 1.65288
C -0.89414 1.12448 2.98648
C -0.43626 -0.03216 3.60339
C 0.31422 -0.90929 2.82918
C 0.57886 -0.60143 1.50704
N 0.15485 0.52554 0.93111
C 1.39270 -1.50957 0.65189
C 1.86685 -2.74822 1.08051
N 2.67946 -3.48527 0.34314
C 3.03133 -3.00414 -0.83948
C 2.51536 -1.81010 -1.31632
N 1.68836 -1.08294 -0.57712
C -0.73245 -0.31590 5.02258
C 0.17430 -0.99904 5.82387
C -0.15311 -1.23712 7.14944
N -1.29599 -0.85411 7.70468
C -2.16006 -0.20483 6.93429
C -1.92899 0.09045 5.59984
H -2.28404 5.69099 -0.76611
H -0.50678 4.22612 -1.77456
H -2.63374 3.11490 2.40258
H -1.43898 1.85963 3.56012
H 0.67381 -1.83234 3.25647
H 1.58173 -3.16267 2.03581
H 3.73006 -3.58606 -1.42439
H 2.76290 -1.42652 -2.29617
H 1.13812 -1.31365 5.44941
H 0.54140 -1.75818 7.79443
H -3.08823 0.09406 7.40413
H -2.69315 0.59545 5.02650
O 0.33675 -0.69040 -3.42740
N 0.75140 -0.77397 -4.66514
C 1.76543 -1.62204 -4.94634
C 2.25332 -1.77456 -6.21599
C 1.69173 -1.03313 -7.24970
C 0.65261 -0.18045 -6.95597
C 0.16917 -0.05922 -5.65352
S -1.28886 0.93532 -5.53249
H 2.11068 -2.17842 -4.08900
H 3.05998 -2.46985 -6.38802
H 2.05247 -1.12734 -8.26157
H 0.17883 0.40577 -7.73069
S -3.47717 -0.82170 -3.48816
C -2.30601 0.05661 -2.82983
S -1.70717 -0.07194 -1.21730
S -1.59529 1.52986 -3.62683
*
```

Summary:
Strongest force on any atom: 0.00868 hartree/bohr
Orbital gap: 0.2559 Eh

=====

Entry 2:
Density functional theory data (the ωB97M-V functional and the def2-TZVPD basis) for C46H41IrN3O4P2 as an isolated structure in a non-equilibrium geometry.

ORCA input file:
```
! wB97M-V def2-TZVPD RIJCOSX def2/J DEFGRID3
* xyz 1 1
Ir -0.09157 -0.63974 0.34880
C -3.40332 0.13993 0.11255
N -2.34115 -0.35829 0.93207
C -2.50136 -0.51610 2.20085
C -1.46115 -1.02913 3.00500
C -1.39304 -1.23498 4.40486
C -0.13402 -1.73042 4.66414
C 0.52608 -1.81613 3.41872
N -0.26537 -1.40640 2.43905
C -3.08261 1.52989 -0.40241
C -3.13448 2.62894 0.44797
C -2.97550 3.90507 -0.06221
C -2.73010 4.09155 -1.41334
C -2.60409 2.99340 -2.24793
C -2.77210 1.71870 -1.74202
H -4.35944 0.15877 0.65625
H -3.50235 -0.53292 -0.74586
H -3.44950 -0.27360 2.68611
H -2.17286 -1.02116 5.10772
H 0.28012 -2.01673 5.61117
H 1.52758 -2.15755 3.22335
H -3.32524 2.49579 1.50417
H -3.05860 4.75470 0.59930
H -2.62352 5.08556 -1.81729
H -2.39216 3.13030 -3.29672
H -2.70144 0.86602 -2.39959
C 2.23909 -3.26635 -0.95812
C 2.79213 -1.98259 -1.58383
P 2.20200 -0.47141 -0.68127
C 3.51435 -0.22133 0.55934
C 4.86448 -0.33889 0.23952
C 5.82170 -0.13731 1.21639
C 5.44949 0.19246 2.51041
C 4.10838 0.31097 2.83125
C 3.14458 0.10007 1.86185
C 2.40327 0.87518 -1.88285
C 2.82056 2.13350 -1.45165
C 2.86942 3.19103 -2.34164
C 2.49368 3.01044 -3.66393
C 2.04397 1.77041 -4.08974
C 1.97939 0.71298 -3.20137
C 0.87277 -3.67918 -1.51992
P -0.57336 -2.82359 -0.73160
C -1.84598 -2.97186 -2.01892
C -2.04566 -1.87838 -2.85876
C -3.00114 -1.94390 -3.85596
C -3.74558 -3.10140 -4.02245
C -3.53929 -4.19371 -3.19431
C -2.59255 -4.13325 -2.18811
C -1.09506 -3.94045 0.59987
C -0.17603 -4.75628 1.25327
C -0.54030 -5.43753 2.39920
C -1.81927 -5.30701 2.91052
C -2.74504 -4.50674 2.25972
C -2.38493 -3.81607 1.11905
H 2.17869 -3.12575 0.12693
H 2.94588 -4.07961 -1.14258
H 2.52861 -1.93503 -2.64185
H 3.88261 -1.99166 -1.51773
H 5.16636 -0.56673 -0.77202
H 6.86529 -0.22682 0.96435
H 6.20223 0.36239 3.26415
H 3.81333 0.56609 3.83868
H 2.10055 0.20959 2.11701
H 3.10528 2.27691 -0.41718
H 3.19302 4.16532 -2.00450
H 2.53961 3.83597 -4.35777
H 1.73021 1.63212 -5.11451
H 1.59537 -0.24081 -3.53702
H 0.71619 -4.75664 -1.40149
H 0.83466 -3.45762 -2.58967
H -1.44544 -0.98695 -2.70815
H -3.17101 -1.09946 -4.50625
H -4.49175 -3.15059 -4.79830
H -4.11446 -5.09532 -3.33630
H -2.43074 -4.97679 -1.53134
H 0.82551 -4.86506 0.86450
H 0.18491 -6.06245 2.89717
H -2.08967 -5.82051 3.81858
H -3.74510 -4.41290 2.65440
H -3.10440 -3.18142 0.61886
O 0.24578 1.25578 1.83199
C 0.13484 2.03269 0.85927
O -0.08841 1.58286 -0.29739
C 0.28408 3.49094 1.07625
C 0.56509 3.95983 2.35646
C 0.69483 5.31630 2.59403
C 0.53520 6.21062 1.55068
C 0.25117 5.72940 0.27773
C 0.13506 4.37296 0.01850
N 0.03759 6.65844 -0.80794
O 0.14877 7.83963 -0.57734
O -0.25759 6.18570 -1.88459
H 0.67501 3.23418 3.14759
H 0.91078 5.67405 3.58764
H 0.62471 7.27394 1.70306
H -0.08657 4.01109 -0.97459
*
```

Summary:
Strongest force on any atom: 0.04690 hartree/bohr
Orbital gap (spin up / spin down): 0.2300 / 0.2300 Eh

=====

Entry 3:
Density functional theory data (the ωB97M-V functional and the def2-TZVPD basis) for C24H28F6INO9SSiW as an isolated structure.

ORCA input file:
```
! wB97M-V def2-TZVPD RIJCOSX def2/J DEFGRID3
* xyz -2 1
W -1.01197 0.08463 0.51858
O -2.67763 1.92042 -4.23194
C -2.07519 2.18077 -3.17743
O -2.50927 2.21545 -2.00506
C -0.62192 2.67603 -3.37357
C 0.31418 1.58356 -3.91786
C 1.52498 2.22211 -4.60839
C 2.27618 2.81204 -3.38655
C 1.41753 2.28389 -2.22072
O 0.92729 1.05025 -2.73254
C 0.14258 3.12860 -2.10362
C -0.59612 2.98827 -0.77698
O -1.11233 3.94385 -0.25596
O -0.46966 1.81578 -0.10106
H -0.68066 3.49970 -4.08898
H -0.19293 0.79075 -4.46001
H 1.23758 2.97151 -5.34602
H 2.11865 1.44864 -5.09539
H 2.32013 3.90300 -3.39536
H 3.29389 2.42714 -3.31772
H 1.95177 2.10742 -1.28978
H 0.36251 4.19487 -2.16245
C -2.55851 -3.53226 0.15347
Si -1.49556 -3.12978 1.65688
C -0.47956 -4.67864 2.04890
C -2.56600 -2.79092 3.16342
C -0.24990 -1.76045 1.32486
H -3.58196 -3.17651 0.28790
H -2.59691 -4.61317 -0.00343
H -2.15750 -3.07456 -0.75337
H -1.13264 -5.52790 2.26841
H 0.16326 -4.51167 2.91596
H 0.15616 -4.95164 1.20402
H -3.51974 -3.31981 3.09572
H -2.78855 -1.72725 3.24938
H -2.05678 -3.11028 4.07498
H 0.44965 -2.25114 0.64086
H 0.26839 -1.62082 2.27645
O 2.44464 -3.72400 -3.15329
S 2.07529 -2.33291 -3.26151
O 2.38480 -1.68049 -4.50918
N 0.53802 -2.09428 -2.82608
C 0.43259 -1.35387 -1.74224
O -0.69829 -1.02318 -1.25936
C 1.77214 -0.94699 -1.12954
C 2.10133 -0.19505 -0.00461
C 3.44153 0.06407 0.26209
C 4.45191 -0.41685 -0.56524
C 4.13314 -1.18055 -1.68143
C 2.79981 -1.42604 -1.92361
H 1.39849 0.23122 0.70754
H 3.69103 0.65381 1.13503
H 5.48670 -0.19562 -0.33478
H 4.89402 -1.56937 -2.34522
I -4.63328 0.22807 1.66949
C -3.00368 -0.08026 0.16149
H -3.17156 0.74151 -0.55420
H -3.34276 -0.99618 -0.32193
C -1.95409 1.70749 4.48183
C -0.83903 1.16720 3.57510
O -1.40771 0.62850 2.45755
C -0.04860 0.10482 4.38099
F 1.10013 -0.27746 3.79632
F 0.28810 0.53247 5.61968
F -0.78812 -0.99667 4.55444
C 0.11286 2.33670 3.24197
F -0.55269 3.32973 2.67669
F 1.12168 1.98143 2.42547
F 0.69173 2.83743 4.36671
H -2.58613 0.87108 4.77582
H -2.55707 2.38622 3.88325
H -1.57037 2.21615 5.36517
*
```

Summary:
Strongest force on any atom: 0.01437 hartree/bohr
Orbital gap (spin up / spin down): 0.2179 / 0.2165 Eh

=====

Entry 4:
Density functional theory data (the ωB97M-V functional and the def2-TZVPD basis) for C18H20N2O5S in the gas phase in a non-equilibrium geometry.

ORCA input file:
```
! wB97M-V def2-TZVPD RIJCOSX def2/J DEFGRID3
* xyz 0 1
C -7.88522 -1.92094 0.77235
C -6.74582 -0.96805 0.57355
C -6.97997 0.39479 0.42850
C -5.93043 1.27567 0.23608
C -4.62594 0.81705 0.18311
C -4.39209 -0.54332 0.30415
C -5.43948 -1.42973 0.50467
H -5.22603 -2.48302 0.61060
S -2.73630 -1.20614 0.27826
C -2.10016 -0.52906 -1.32102
C -0.64852 -0.32450 -1.16970
N 0.20788 -1.24898 -1.51411
O 1.44260 -0.81790 -1.19110
C 1.36176 0.40151 -0.62859
C 0.03759 0.79392 -0.58731
C -0.61310 2.06570 -0.15593
O -1.78001 2.26355 -0.39121
O 0.12889 2.95703 0.46384
H 1.09609 2.72038 0.54118
C 2.61357 1.03739 -0.16654
O 2.61124 2.12023 0.41467
N 3.72138 0.34958 -0.45118
H 3.65236 -0.57973 -0.84430
C 5.02868 0.73523 0.01803
H 4.93058 1.68364 0.54898
H 5.69342 0.85785 -0.84225
C 5.58619 -0.35840 0.94693
H 4.92615 -0.44372 1.81979
C 7.04311 -0.09106 1.34574
H 7.22995 -0.46521 2.35206
H 7.28453 0.96855 1.31365
C 7.82152 -0.91657 0.32225
H 7.93912 -0.36196 -0.60905
C 6.88480 -2.10496 0.12091
H 7.05457 -2.86771 0.89303
O 5.56697 -1.59636 0.24779
H 6.97339 -2.57199 -0.86187
H 8.80246 -1.21980 0.67827
H -2.30191 -1.26849 -2.09441
H -2.61297 0.41081 -1.50634
H -3.80826 1.50986 0.05957
H -6.12423 2.33344 0.13821
H -7.99349 0.76698 0.47361
H -7.53381 -2.86938 1.17046
H -8.38177 -2.11268 -0.17932
H -8.62191 -1.50188 1.45464
*
```

Summary:
Strongest force on any atom: 0.02776 hartree/bohr
Orbital gap: 0.2924 Eh

=====

Entry 5:
Density functional theory data (the ωB97M-V functional and the def2-TZVPD basis) for C16H23NO3 in the gas phase.

ORCA input file:
```
! wB97M-V def2-TZVPD RIJCOSX def2/J DEFGRID3
* xyz 0 1
C -0.13827 -2.92448 0.28830
C 0.63411 -1.68949 -0.15347
C 2.02884 -1.63017 0.48789
N 2.68409 -0.36904 0.20656
C 3.25325 -0.29953 -1.12961
C 3.78825 1.11072 -1.36909
O 4.75507 1.47288 -0.40946
C 4.21519 1.38291 0.88521
C 3.70471 -0.02777 1.18139
H 3.26724 -0.05158 2.18203
H 4.55389 -0.73381 1.14615
H 5.01652 1.65620 1.57429
H 3.38043 2.09284 0.99197
H 4.28067 1.17504 -2.34031
H 2.94471 1.81562 -1.33884
H 2.47572 -0.50101 -1.86556
H 4.07109 -1.03280 -1.25221
H 2.61654 -2.49873 0.14428
H 1.90088 -1.70705 1.57089
H 0.71628 -1.66425 -1.24628
O -0.09433 -0.53283 0.26307
C -0.18309 0.48957 -0.58498
O 0.23439 0.47830 -1.71619
C -0.85660 1.68650 0.05230
H -1.20801 2.34572 -0.74291
H -0.07094 2.21082 0.60343
C -1.98713 1.33605 1.01934
C -3.25302 0.84065 0.36949
C -3.28280 0.28974 -0.90406
C -4.47114 -0.17082 -1.44689
C -5.64842 -0.08979 -0.72568
C -5.63091 0.45658 0.54659
C -4.44420 0.91681 1.08528
H -4.43803 1.34422 2.07851
H -6.54472 0.52748 1.11856
H -6.57411 -0.44734 -1.15181
H -4.47412 -0.59378 -2.44104
H -2.37974 0.21721 -1.48939
H -1.62915 0.56959 1.71236
H -2.22726 2.22368 1.61037
H 0.38992 -3.82179 -0.02082
H -0.24697 -2.92925 1.36987
H -1.12880 -2.92381 -0.15953
*
```

Summary:
Strongest force on any atom: 0.01321 hartree/bohr
Orbital gap: 0.3557 Eh

=====

Entry 6:
Density functional theory data (the ωB97M-V functional and the def2-TZVPD basis) for C29H33Br2N3NaOS5 as an isolated structure.

ORCA input file:
```
! wB97M-V def2-TZVPD RIJCOSX def2/J DEFGRID3
* xyz -1 1
Na -0.86532 -0.25916 -0.09012
C -0.83830 -5.29608 -0.56769
C -1.43948 -4.00937 -0.00006
C -2.77568 -4.27926 0.67350
C -0.45207 -3.27690 0.89632
C -0.82184 -2.68869 2.10497
C 0.08503 -1.96154 2.87561
C 1.39949 -1.79488 2.46773
C 2.34814 -0.92731 3.24703
C 1.78364 -2.39853 1.26926
C 0.88246 -3.11958 0.49708
H -1.60511 -5.86240 -1.10110
H -0.43502 -5.93445 0.22590
H -0.03804 -5.09102 -1.27892
H -1.63248 -3.33077 -0.84072
H -2.66034 -4.85528 1.59942
H -3.41481 -4.85004 -0.00258
H -3.30366 -3.35168 0.89779
H -1.84542 -2.77442 2.44592
H -0.25356 -1.48415 3.79089
H 2.22731 0.11753 2.95162
H 3.38794 -1.22835 3.08539
H 2.14753 -0.96712 4.31897
H 2.81253 -2.30020 0.92831
H 1.20508 -3.54037 -0.44576
C -1.79046 1.94321 -3.05005
C -1.54748 2.78361 -1.83378
C -1.80459 4.18246 -1.83311
C -1.64565 4.90217 -0.69487
C -1.22538 4.26855 0.50061
C -1.08077 4.91854 1.75956
Br -1.42656 6.77850 1.94068
C -0.69540 4.20984 2.85253
C -0.39323 2.83638 2.76658
Br 0.18556 1.95302 4.34556
C -0.43905 2.10224 1.56997
O -0.09683 0.90572 1.42853
C -0.94033 2.89551 0.41210
N -1.10683 2.18962 -0.75048
H -1.71630 2.52884 -3.96935
H -2.79077 1.50456 -3.00075
H -1.09679 1.10296 -3.07650
H -2.13585 4.66162 -2.74704
H -1.84952 5.96582 -0.68214
H -0.61073 4.70694 3.81014
S -3.93744 -1.71617 -6.86467
C -3.25502 -1.55929 -5.33258
S -4.13315 -1.26839 -3.90612
C -2.84741 -1.25582 -2.72837
C -1.62264 -1.48762 -3.26109
S -0.04922 -1.48910 -2.43441
S -1.60094 -1.73587 -4.98530
S -3.32152 -0.88345 -1.06248
C 3.39949 3.15168 -1.82988
C 2.13037 2.64698 -1.10116
N 2.33085 1.27830 -0.66017
C 2.67823 0.42635 -1.78875
C 4.07410 0.80998 -2.32595
N 4.46996 2.09629 -1.62851
C 4.66231 1.83946 -0.14955
C 3.34894 1.20401 0.36747
H 3.80172 4.07970 -1.42554
H 3.27287 3.25393 -2.90646
H 1.27103 2.68335 -1.77233
H 1.90251 3.27166 -0.23836
H 1.90561 0.50613 -2.55262
H 2.67293 -0.61852 -1.48053
H 4.09306 1.00822 -3.39677
H 4.85476 0.08954 -2.08307
H 5.34345 2.43171 -2.02615
H 4.87720 2.80708 0.30100
H 5.53491 1.19569 -0.05367
H 3.00456 1.72565 1.25985
H 3.49836 0.15817 0.63143
*
```

Summary:
Strongest force on any atom: 0.01825 hartree/bohr
Orbital gap: 0.1299 Eh

=====

Entry 7:
Density functional theory data (the ωB97M-V functional and the def2-TZVPD basis) for a 2-piece molecular cluster, C5H12BO6S2 overall in a non-equilibrium geometry.

ORCA input file:
```
! wB97M-V def2-TZVPD RIJCOSX def2/J DEFGRID3
* xyz -1 1
O -1.81098 1.93713 1.39895
C -0.60380 2.19885 1.57619
O -0.19591 2.67410 2.83371
C 0.44600 1.93229 0.38616
C 1.53251 0.89279 1.00634
B 2.77166 0.56302 -0.03005
S 4.35060 1.44742 0.61562
H 0.66752 3.12926 2.78438
H 0.95617 2.87948 0.03278
H -0.13557 1.40191 -0.43089
H 1.89199 1.29564 2.02093
H 0.95921 -0.07762 1.23839
H 3.00464 -0.61045 0.08569
H 2.53640 0.80601 -1.17117
H 4.21978 1.33628 2.00333
C -2.72961 -1.46250 -1.84509
C -2.62473 -2.09369 -0.46621
O -1.50556 -2.97741 -0.54834
S -0.41496 -2.35675 -1.57831
O 0.57702 -1.66684 -0.81830
O -0.09544 -3.35505 -2.55336
O -1.38304 -1.25088 -2.26630
H -3.20644 -2.14362 -2.55616
H -3.27471 -0.51873 -1.82603
H -3.52613 -2.63979 -0.18922
H -2.40663 -1.34084 0.29697
*
```

Summary:
Strongest force on any atom: 0.06476 hartree/bohr
Orbital gap: 0.2262 Eh

=====

Entry 8:
Density functional theory data (the ωB97M-V functional and the def2-TZVPD basis) for a 2-piece molecular cluster, C4F9N overall in a non-equilibrium geometry.

ORCA input file:
```
! wB97M-V def2-TZVPD RIJCOSX def2/J DEFGRID3
* xyz 0 1
C -0.78374 -0.41742 1.76735
C -0.93130 0.86261 2.19050
C 1.54671 -0.65308 -1.22947
C -0.61093 0.20485 -1.86286
N 0.29928 -0.63585 -1.95247
F -0.08409 -1.30998 2.33437
F -0.40874 1.37079 3.31462
F -1.54436 1.86840 1.55417
F 2.49013 -0.04215 -1.97070
F 1.99196 -1.84173 -1.05654
F 1.52858 -0.09331 0.01822
F -1.35182 -0.78826 0.60577
F -1.63097 0.19069 -2.61444
F -0.51072 1.28444 -1.09851
*
```

Summary:
Strongest force on any atom: 0.08592 hartree/bohr
Orbital gap: 0.3919 Eh

=====

Entry 9:
Density functional theory data (the ωB97M-V functional and the def2-TZVPD basis) for a 2-piece molecular cluster, C6H12O4 overall in a non-equilibrium geometry.

ORCA input file:
```
! wB97M-V def2-TZVPD RIJCOSX def2/J DEFGRID3
* xyz 0 1
O -3.30309 1.48874 0.20549
O -3.23034 0.67776 2.29449
C -3.83401 1.22332 1.27704
C -1.47442 -0.39598 3.41622
C -1.99882 0.05921 2.04410
H -4.70796 1.78771 1.65830
H -0.37452 -0.42182 3.49478
H -1.86021 -1.42180 3.54057
H -1.87085 0.23040 4.23299
H -1.27693 0.76392 1.58835
H -2.06912 -0.82543 1.38235
O 0.42492 -1.53982 -1.23304
O 1.46028 0.30476 -2.31957
C 0.53409 -0.31020 -1.52272
C 3.87633 0.05121 -2.51132
C 2.50414 -0.55902 -2.76232
H -0.26833 0.41228 -1.27412
H 4.03002 0.10546 -1.42042
H 3.86270 1.07714 -2.91613
H 4.72484 -0.49261 -2.95954
H 2.40557 -0.62939 -3.86268
H 2.44572 -1.58582 -2.35281
*
```

Summary:
Strongest force on any atom: 0.09789 hartree/bohr
Orbital gap: 0.4243 Eh